Entry 1:
Formula: C2H4Br2
Source: OMol25
Level of theory: ωB97M-V/def2-TZVPD

Geometry as XYZ:
```
8
Properties=species:S:1:pos:R:3:forces:R:3
Br 22.45411 -11.18828 18.13578 -0.04 0.18 0.46
C 21.74668 -10.76742 19.92770 -0.53 -0.67 0.02
C 21.34169 -9.30358 20.00109 0.05 -0.97 0.51
Br 20.10139 -9.01712 21.49606 0.11 -0.13 -0.16
H 22.45518 -11.15446 20.65527 0.27 0.54 -0.03
H 20.87074 -11.40600 20.04836 -0.03 0.15 -0.27
H 20.79090 -9.10363 19.09245 0.11 0.63 0.00
H 22.17736 -8.66390 20.24352 0.05 0.26 -0.52
```
Positions in Å, forces in eV/Å.

Computed properties:
Net charge = 0
Orbital gap = 11.05 eV
SMILES = BrCCBr
ΔE to the lowest compared entry with this formula, charge and spin = 0.148 eV
DFT total energy = -142223.826 eV
Spin multiplicity = 1

Which charges does natural (NBO) predict for the atoms? In e, they are: number 1, Br, carries -0.023; number 2, C, carries -0.436; number 3, C, carries -0.437; number 4, Br, carries -0.022; number 5, H, carries 0.229; number 6, H, carries 0.226; number 7, H, carries 0.233; number 8, H, carries 0.231


Entry 2:
Formula: C4H8O2
Source: OMol25
Level of theory: ωB97M-V/def2-TZVPD

Geometry as XYZ:
```
14
Properties=species:S:1:pos:R:3:forces:R:3
C 1.53975 0.93083 0.07705 -0.04 0.01 0.00
C 0.86116 -0.32419 0.55442 0.21 -0.03 -0.15
O -0.06089 -0.17749 1.62897 -0.05 0.03 0.10
C -0.56711 -0.56768 0.34385 -0.08 -0.22 -0.07
C -1.45492 0.61382 -0.86971 0.08 -0.32 -0.24
O -1.70367 1.73936 -0.22640 -0.03 -0.08 0.11
H 0.81435 1.74789 0.00654 0.13 -0.09 0.00
H 1.99883 0.76744 -0.90415 -0.07 0.01 0.13
H 2.32866 1.21792 0.77911 -0.11 -0.05 -0.10
H 1.48457 -1.21220 0.65593 -0.04 0.09 0.00
H -1.00717 -1.56135 0.28363 0.08 0.13 0.01
H -2.29205 -0.06492 -1.11273 0.10 0.14 0.00
H -0.66470 0.58496 -1.64138 -0.09 0.05 0.10
H -1.26080 0.59800 0.41277 -0.10 0.31 0.09
```
Positions in Å, forces in eV/Å.

Computed properties:
Net charge = 0
Orbital gap = 10.15 eV
ΔE to the lowest compared entry with this formula, charge and spin = 6.166 eV
DFT total energy = -8367.115 eV
Spin multiplicity = 1

Which charges does natural (NBO) predict for the atoms? In e, they are: number 1, C, carries -0.658; number 2, C, carries 0.068; number 3, O, carries -0.452; number 4, C, carries -0.165; number 5, C, carries 0.044; number 6, O, carries -0.758; number 7, H, carries 0.248; number 8, H, carries 0.219; number 9, H, carries 0.228; number 10, H, carries 0.192; number 11, H, carries 0.206; number 12, H, carries 0.155; number 13, H, carries 0.160; number 14, H, carries 0.512


Entry 3:
Formula: C19H21N3O6
Source: OMol25
Level of theory: ωB97M-V/def2-TZVPD

Geometry as XYZ:
```
49
Properties=species:S:1:pos:R:3:forces:R:3
C -5.21205 -1.41014 0.40733 2.77 -3.76 -7.79
H -4.53733 -2.30123 0.04291 -1.87 0.68 1.04
H -6.06343 -1.36281 -0.21377 -1.78 -1.11 -0.12
H -5.38232 -1.47525 1.36865 -0.61 0.35 4.86
C -4.50247 -0.30446 -0.21100 0.45 6.53 6.04
C -5.48444 0.99252 0.24881 1.24 -3.39 -11.08
H -5.02692 1.89051 0.11752 1.80 2.79 -1.26
H -5.74363 1.13369 1.12180 -2.95 -0.31 9.10
H -6.38316 1.02864 -0.50206 1.42 -0.23 1.60
C -3.17897 -0.03744 0.72844 -2.64 5.15 -0.12
N -2.47868 1.29667 0.23867 1.78 -9.04 5.76
C -1.21500 1.28535 0.41565 7.12 -4.51 4.13
O -0.53368 0.19750 1.13922 -4.17 5.92 -3.19
C -0.38299 2.39468 -0.06985 -2.23 -7.01 2.86
C 0.91592 2.62803 -0.20632 1.16 -6.89 6.55
C 0.98295 3.77152 -0.74580 7.32 6.90 -3.98
C -0.16382 3.92648 -1.27242 -6.22 9.41 -6.38
O -1.12576 3.14065 -0.79285 -0.44 3.36 -2.71
H -0.46788 4.98160 -2.01638 0.50 -3.81 2.49
H 1.92345 4.39356 -0.95702 -1.78 -1.05 0.27
H 1.65812 2.11676 0.34674 0.59 -0.61 0.22
H -2.94868 1.83725 -0.28056 -4.17 5.32 -4.89
C -2.41987 -1.17824 0.72874 4.23 -7.14 1.03
O -2.44552 -2.06217 1.72051 0.45 4.70 -6.75
O -1.83729 -1.26438 -0.76932 -0.50 -4.15 5.31
C -1.05045 -2.62411 -0.79113 -2.89 0.06 -0.03
H -1.28641 -3.52340 0.05356 0.76 3.36 -1.40
C 0.41551 -2.29974 -1.00401 -3.94 -3.59 1.85
O 0.88505 -3.13760 -1.70676 2.93 -0.78 -2.94
N 0.96550 -1.63112 -0.02953 7.64 -0.79 -4.14
C 2.27611 -1.08273 -0.05468 1.76 -1.93 -1.66
C 3.21894 -1.62293 -1.02809 0.35 5.54 6.81
C 4.58023 -1.11224 -0.72554 -3.60 -6.58 -7.60
C 4.86789 -0.42305 0.27398 3.01 6.59 6.56
C 3.86291 0.04925 1.18609 7.84 4.71 4.95
C 2.64286 -0.13185 1.08102 -1.47 -6.35 -8.57
H 1.85849 -0.01894 1.56330 -6.55 2.18 5.40
H 4.16396 0.81071 2.24694 -0.28 -2.49 -3.64
C 6.24826 0.28154 0.50931 1.67 1.44 2.62
O 6.37210 1.44834 1.09118 -0.37 -5.61 -3.29
N 7.34963 -0.64720 0.22203 -13.77 3.68 1.85
H 6.96434 -1.44348 0.00984 -1.07 -5.59 -1.64
H 8.12021 -0.31494 0.24656 12.53 4.35 0.20
H 5.24265 -1.59615 -1.44344 0.76 0.84 0.20
H 2.88851 -2.19387 -1.78710 -0.51 -2.03 -2.36
H 0.47475 -1.17271 0.54275 -5.77 4.33 5.26
H -1.45740 -3.18875 -1.65653 0.57 0.92 0.09
H -3.31103 0.03273 1.83823 -1.02 0.82 -0.93
H -4.23920 -0.07702 -1.22567 -0.08 -1.19 -0.58
```
Positions in Å, forces in eV/Å.

Computed properties:
Net charge = 0
Orbital gap = 8.35 eV
ΔE to the lowest compared entry with this formula, charge and spin = 18.149 eV
DFT total energy = -36783.165 eV
Spin multiplicity = 1

Which charges does natural (NBO) predict for the atoms? In e, they are: number 1, C, carries -0.611; number 2, H, carries 0.210; number 3, H, carries 0.221; number 4, H, carries 0.224; number 5, C, carries -0.144; number 6, C, carries -0.581; number 7, H, carries 0.183; number 8, H, carries 0.187; number 9, H, carries 0.200; number 10, C, carries -0.228; number 11, N, carries -0.513; number 12, C, carries 0.668; number 13, O, carries -0.768; number 14, C, carries 0.150; number 15, C, carries -0.215; number 16, C, carries -0.322; number 17, C, carries 0.149; number 18, O, carries -0.383; number 19, H, carries 0.196; number 20, H, carries 0.251; number 21, H, carries 0.251; number 22, H, carries 0.397; number 23, C, carries 0.854; number 24, O, carries -0.588; number 25, O, carries -0.608; number 26, C, carries -0.173; number 27, H, carries 0.250; number 28, C, carries 0.632; number 29, O, carries -0.585; number 30, N, carries -0.573; number 31, C, carries 0.213; number 32, C, carries -0.272; number 33, C, carries -0.156; number 34, C, carries -0.238; number 35, C, carries -0.089; number 36, C, carries -0.264; number 37, H, carries 0.217; number 38, H, carries 0.228; number 39, C, carries 0.680; number 40, O, carries -0.615; number 41, N, carries -0.777; number 42, H, carries 0.383; number 43, H, carries 0.365; number 44, H, carries 0.217; number 45, H, carries 0.243; number 46, H, carries 0.415; number 47, H, carries 0.216; number 48, H, carries 0.260; number 49, H, carries 0.244


Entry 4:
Formula: C5H4F3NS2
Source: OMol25
Level of theory: ωB97M-V/def2-TZVPD

Geometry as XYZ:
```
15
Properties=species:S:1:pos:R:3:forces:R:3
C -1.12477 -0.95755 1.29380 1.03 0.08 0.86
C -1.78576 -1.23380 0.17744 -0.05 1.62 -1.12
C 0.69337 -0.87001 -0.12940 1.20 0.65 -2.07
C 3.18716 0.01666 -1.13571 -0.77 1.60 1.13
C 3.55273 -0.56648 0.28615 0.05 2.12 -1.36
N 0.27328 -0.77640 1.08967 -2.11 -0.44 2.37
F 4.84601 -0.25004 0.50215 0.03 -0.36 0.17
F 3.39386 -1.84455 0.30957 0.16 -1.95 0.29
F 2.87742 -0.04028 1.34948 0.36 0.02 -0.69
S -0.64900 -0.99422 -1.16926 -0.20 -1.01 0.93
S 3.22243 1.62347 -1.36334 0.20 -0.83 0.08
H -1.49996 -0.79847 2.29190 -0.17 -0.20 0.02
H -2.84688 -1.09412 0.04498 -0.07 -0.57 0.04
H 2.83314 -0.60428 -1.95700 0.42 -0.53 0.56
H 0.84457 -0.62461 1.93968 -0.07 -0.21 -1.24
```
Positions in Å, forces in eV/Å.

Computed properties:
Net charge = 0
Orbital gap = 8.44 eV
ΔE to the lowest compared entry with this formula, charge and spin = 1.096 eV
DFT total energy = -36560.318 eV
Spin multiplicity = 1

Which charges does natural (NBO) predict for the atoms? In e, they are: number 1, C, carries -0.066; number 2, C, carries -0.432; number 3, C, carries -0.175; number 4, C, carries -0.357; number 5, C, carries 0.939; number 6, N, carries -0.555; number 7, F, carries -0.326; number 8, F, carries -0.299; number 9, F, carries -0.342; number 10, S, carries 0.395; number 11, S, carries 0.093; number 12, H, carries 0.221; number 13, H, carries 0.246; number 14, H, carries 0.230; number 15, H, carries 0.428


Entry 5:
Formula: C34H29I2InNO5
Source: OMol25
Level of theory: ωB97M-V/def2-TZVPD

Geometry as XYZ:
```
72
Properties=species:S:1:pos:R:3:forces:R:3
C -1.94881 -3.04162 6.23135 0.06 0.07 -0.11
C -1.31497 -1.65713 6.26903 0.00 0.08 -0.04
O -1.96629 -0.71051 6.66758 0.08 -0.05 0.08
N 0.01553 -1.55342 5.84871 -0.18 -0.41 -0.02
C 0.94767 -1.80773 6.95117 -0.01 0.19 0.05
In 0.64343 -2.59000 4.06874 0.29 -0.05 -0.11
C -0.45006 -2.11976 2.17033 0.05 0.00 0.07
I -2.44786 -2.94412 2.07735 -0.09 -0.03 -0.02
C -0.39635 -0.69813 1.66844 0.14 -0.12 -0.20
C -0.97456 -0.41899 0.29210 -0.03 -0.01 -0.11
I -1.26056 0.67882 3.08383 0.02 0.04 0.12
H -2.08642 -3.34772 5.19046 -0.02 0.00 0.03
H -2.91263 -3.04010 6.73671 -0.01 0.00 0.00
H -1.26948 -3.76925 6.68326 -0.04 0.02 -0.01
H 0.41999 -1.89660 7.90942 0.03 0.04 -0.03
H 1.66194 -0.98457 7.06250 0.03 -0.02 -0.01
H 1.53404 -2.73126 6.83020 -0.03 0.01 -0.01
H 2.28708 -2.01639 3.77139 -0.01 0.09 0.02
H 0.60135 -4.33965 4.30680 -0.10 0.01 0.06
H 0.08316 -2.71150 1.41845 -0.08 -0.02 0.00
H 0.66576 -0.44017 1.66733 -0.05 0.08 0.09
H -2.06385 -0.46526 0.29415 0.02 -0.03 0.02
H -0.67223 0.56573 -0.06898 -0.02 0.02 0.02
H -0.60422 -1.17642 -0.40725 0.02 0.03 0.03
C 2.44317 -0.41248 -4.23496 -0.01 0.00 0.02
C 3.03342 -1.05882 -5.31624 0.01 -0.02 -0.01
C 3.41650 -2.38487 -5.21081 -0.01 0.02 -0.01
C 3.21464 -3.07273 -4.01930 0.00 -0.02 -0.02
C 2.62942 -2.42101 -2.93382 -0.01 0.00 0.03
C 2.24117 -1.09095 -3.04546 0.00 0.02 -0.02
C 2.40910 -3.12626 -1.63725 0.04 -0.11 -0.01
O 1.89456 -2.56901 -0.69570 -0.07 0.13 0.03
C 2.85035 -4.54795 -1.54127 -0.02 0.03 0.02
C 2.67868 -5.21641 -0.33424 0.00 -0.02 0.00
C 3.07450 -6.53813 -0.21976 -0.01 0.02 0.01
C 3.63985 -7.19552 -1.30754 0.01 0.00 -0.02
C 3.81337 -6.53272 -2.51059 0.00 -0.02 0.02
C 3.42063 -5.20439 -2.63252 0.02 0.00 -0.02
C 3.62398 -4.50632 -3.93409 -0.03 0.02 0.05
O 4.10398 -5.07880 -4.89042 0.02 0.00 -0.01
H 2.13930 0.62269 -4.32178 0.00 0.00 0.00
H 3.19211 -0.52441 -6.24418 0.00 0.00 0.00
H 3.87166 -2.90873 -6.04045 0.00 0.00 0.01
H 1.78304 -0.61108 -2.19064 0.00 -0.01 0.00
H 2.23533 -4.68620 0.49851 0.00 0.00 0.00
H 2.94112 -7.05732 0.72029 0.00 0.00 0.00
H 3.94566 -8.22971 -1.21384 0.00 0.00 0.00
H 4.25120 -7.02508 -3.36838 0.00 0.01 0.00
C -2.92614 3.93279 2.07294 -0.03 0.02 -0.03
C -3.07526 5.26595 2.43462 -0.01 0.02 -0.01
C -3.02223 6.26085 1.47201 0.00 -0.02 0.01
C -2.81444 5.92643 0.13915 -0.01 0.02 0.01
C -2.65762 4.58424 -0.22377 0.01 -0.02 -0.02
C -2.71674 3.59176 0.74670 0.02 -0.02 0.03
C -2.41178 4.19296 -1.63901 0.00 0.06 -0.01
O -2.28391 3.03514 -1.97207 0.01 -0.01 0.01
C -2.32241 5.29110 -2.65217 -0.01 -0.03 0.01
C -2.06365 4.96019 -3.97750 0.00 0.01 -0.03
C -1.98142 5.95557 -4.93560 0.00 -0.02 0.01
C -2.16016 7.28753 -4.57587 -0.01 0.01 0.02
C -2.41830 7.62187 -3.25802 0.00 0.00 -0.03
C -2.49840 6.62566 -2.29110 0.00 0.02 0.03
C -2.76850 7.01459 -0.87318 0.01 -0.05 -0.04
O -2.94073 8.17774 -0.57229 0.00 0.01 0.01
H -2.96007 3.15141 2.81934 0.00 0.02 0.00
H -3.22913 5.52775 3.47356 -0.01 0.00 0.00
H -3.13753 7.30425 1.73256 0.00 0.00 -0.01
H -2.58234 2.55686 0.46005 0.00 0.01 0.00
H -1.93215 3.91714 -4.23204 0.00 0.00 0.01
H -1.77799 5.69599 -5.96669 0.00 0.00 0.00
H -2.09719 8.06431 -5.32722 0.00 0.00 0.00
H -2.56033 8.64986 -2.95305 0.00 -0.01 0.01
```
Positions in Å, forces in eV/Å.

Computed properties:
Net charge = -1
Orbital gap = 5.22 eV
DFT total energy = -68832.580 eV
Spin multiplicity = 1

Which charges does Mulliken predict for the atoms? In e, they are: number 1, C, carries -0.822; number 2, C, carries 0.544; number 3, O, carries -0.597; number 4, N, carries -0.188; number 5, C, carries -0.943; number 6, In, carries 0.987; number 7, C, carries -0.786; number 8, I, carries -0.044; number 9, C, carries -0.321; number 10, C, carries -1.239; number 11, I, carries 0.054; number 12, H, carries 0.094; number 13, H, carries 0.341; number 14, H, carries 0.255; number 15, H, carries 0.378; number 16, H, carries 0.239; number 17, H, carries 0.251; number 18, H, carries -0.422; number 19, H, carries -0.396; number 20, H, carries 0.194; number 21, H, carries 0.442; number 22, H, carries 0.438; number 23, H, carries 0.390; number 24, H, carries 0.239; number 25, C, carries -0.595; number 26, C, carries -0.439; number 27, C, carries -0.640; number 28, C, carries 0.402; number 29, C, carries 0.128; number 30, C, carries -0.596; number 31, C, carries 0.472; number 32, O, carries -0.555; number 33, C, carries 0.165; number 34, C, carries -0.647; number 35, C, carries -0.624; number 36, C, carries -0.431; number 37, C, carries -0.663; number 38, C, carries 0.405; number 39, C, carries 0.518; number 40, O, carries -0.694; number 41, H, carries 0.430; number 42, H, carries 0.387; number 43, H, carries 0.466; number 44, H, carries 0.579; number 45, H, carries 0.633; number 46, H, carries 0.440; number 47, H, carries 0.382; number 48, H, carries 0.469; number 49, C, carries -0.591; number 50, C, carries -0.654; number 51, C, carries -0.597; number 52, C, carries 0.387; number 53, C, carries 0.246; number 54, C, carries -0.566; number 55, C, carries 0.520; number 56, O, carries -0.664; number 57, C, carries 0.120; number 58, C, carries -0.530; number 59, C, carries -0.489; number 60, C, carries -0.449; number 61, C, carries -0.585; number 62, C, carries 0.196; number 63, C, carries 0.602; number 64, O, carries -0.678; number 65, H, carries 0.382; number 66, H, carries 0.403; number 67, H, carries 0.463; number 68, H, carries 0.658; number 69, H, carries 0.500; number 70, H, carries 0.391; number 71, H, carries 0.389; number 72, H, carries 0.468


Entry 6:
Formula: C4H10NOP
Source: OMol25
Level of theory: ωB97M-V/def2-TZVPD

Geometry as XYZ:
```
17
Properties=species:S:1:pos:R:3:forces:R:3
C 0.11405 -0.26000 -0.94247 -1.30 -4.19 2.23
C 1.18674 -0.02750 0.10998 -1.63 -1.19 -1.33
C 1.66404 1.36571 -0.05113 0.66 1.01 3.17
C 1.37048 -1.02795 0.97940 3.45 3.50 1.87
N -2.39109 -0.99606 0.33694 0.99 2.48 -0.04
O -1.40232 1.38065 0.72733 0.07 1.76 1.33
P -1.48457 0.35274 -0.28108 -0.37 -4.17 -0.23
H 0.25950 0.17267 -1.84149 0.81 2.02 -2.87
H 0.06850 -1.39530 -1.25903 -0.32 1.94 0.95
H 2.63979 1.42362 0.54975 -1.60 0.78 -0.35
H 0.77046 2.10313 0.21921 2.18 -1.42 -0.03
H 1.95299 1.62882 -1.03335 0.14 -0.16 -1.32
H -3.09421 -0.57180 0.93287 -0.05 -0.73 0.04
H 2.11414 -0.93393 1.85940 -1.19 0.08 -1.54
H 0.91377 -1.93968 0.96012 -1.44 -2.12 -0.48
H -2.46926 -1.96261 0.10722 0.07 -0.16 -0.29
H -2.21300 0.68750 -1.37368 -0.48 0.56 -1.12
```
Positions in Å, forces in eV/Å.

Computed properties:
Net charge = 0
Orbital gap = 10.25 eV
SMILES = C=C(C)C[P@@H](N)=O
ΔE to the lowest compared entry with this formula, charge and spin = 1.027 eV
DFT total energy = -17135.941 eV
Spin multiplicity = 1

Which charges does natural (NBO) predict for the atoms? In e, they are: number 1, C, carries -0.807; number 2, C, carries 0.023; number 3, C, carries -0.669; number 4, C, carries -0.390; number 5, N, carries -1.218; number 6, O, carries -1.090; number 7, P, carries 1.916; number 8, H, carries 0.229; number 9, H, carries 0.243; number 10, H, carries 0.221; number 11, H, carries 0.270; number 12, H, carries 0.214; number 13, H, carries 0.402; number 14, H, carries 0.195; number 15, H, carries 0.195; number 16, H, carries 0.409; number 17, H, carries -0.144